Formula: C55H51N2O2P2ReS3Si
Source: OMol25
Level of theory: the ωB97M-V functional and the def2-TZVPD basis

## Properties
electronic energy = -126024.408 eV
HOMO level (spin up / spin down) = -0.37269 / -0.38732 Eh
net charge = +1
2S+1 = 2
energy relative to the best compared isomer or geometry (same formula, charge and spin) = 0.00 kcal per mole

```
117
Properties=species:S:1:pos:R:3:lowdin_spin:R:1
Re -0.08 -0.55 0.24 0.79
C 1.38 2.22 3.42 0.00
C 1.06 1.72 2.04 0.00
N 1.04 0.40 1.79 0.01
N 1.92 -0.28 2.60 -0.01
C 2.20 -1.46 2.20 0.01
S 1.50 -2.13 0.76 -0.01
S 3.51 -2.35 3.01 0.00
C 2.64 -3.12 4.38 0.00
C 1.70 -4.27 4.06 0.00
C 1.93 -5.15 3.01 0.00
C 1.08 -6.23 2.80 0.00
C -0.01 -6.44 3.64 0.00
C -0.24 -5.57 4.69 0.00
C 0.61 -4.49 4.90 0.00
C 0.95 2.64 0.98 0.00
C 0.94 4.04 1.21 0.00
C 1.31 4.91 0.24 0.00
C 1.75 4.41 -1.01 0.00
C 1.74 3.07 -1.28 0.00
C 1.23 2.16 -0.32 0.00
O 1.04 0.92 -0.68 0.03
H 1.63 1.41 4.09 0.00
H 0.48 2.73 3.81 0.00
H 2.18 2.95 3.40 0.00
H 2.13 -2.35 4.95 0.00
H 3.47 -3.48 5.00 0.00
H 2.78 -4.99 2.35 0.00
H 1.27 -6.90 1.97 0.00
H -0.67 -7.28 3.47 0.00
H -1.08 -5.72 5.36 0.00
H 0.44 -3.81 5.73 0.00
H 0.65 4.41 2.19 0.00
H 1.29 5.98 0.42 0.00
H 2.08 5.10 -1.78 0.00
H 2.04 2.67 -2.24 0.00
O -0.81 3.43 -3.08 0.00
S -0.89 2.03 -2.58 0.00
C -2.44 1.33 -3.07 0.00
C -2.94 1.60 -4.33 0.00
C -4.12 1.00 -4.73 0.00
C -4.77 0.14 -3.85 0.00
C -4.26 -0.11 -2.58 0.00
C -3.07 0.49 -2.15 0.00
P -2.45 0.28 -0.38 0.04
C -3.86 -0.75 0.17 0.00
C -5.01 -0.18 0.69 0.00
C -6.12 -0.98 0.96 0.00
C -6.07 -2.34 0.71 0.00
C -4.92 -2.91 0.17 0.00
C -3.82 -2.11 -0.09 0.00
C -2.76 1.91 0.36 0.01
C -3.55 2.88 -0.25 0.00
C -3.80 4.08 0.39 0.00
C -3.26 4.33 1.64 0.00
C -2.48 3.37 2.26 0.00
C -2.22 2.16 1.62 0.00
C 0.05 1.00 -3.72 0.00
C 0.44 1.66 -4.87 0.00
C 0.97 0.95 -5.94 0.00
C 1.07 -0.43 -5.86 0.00
C 0.72 -1.07 -4.68 0.00
C 0.22 -0.38 -3.57 0.00
P 0.08 -1.46 -2.05 0.02
C -1.16 -2.70 -2.49 0.02
C -1.24 -3.86 -1.71 0.01
C -2.23 -4.80 -1.95 0.00
C -3.17 -4.58 -2.94 0.00
C -3.11 -3.42 -3.71 0.00
C -2.11 -2.49 -3.49 0.00
C 1.70 -2.30 -2.24 0.00
C 1.86 -3.63 -2.59 0.00
C 3.13 -4.16 -2.78 0.00
C 4.25 -3.35 -2.64 0.00
C 4.10 -2.01 -2.29 0.00
C 2.83 -1.49 -2.09 0.00
H -2.41 2.28 -4.98 0.00
H -4.53 1.19 -5.71 0.00
H -5.69 -0.35 -4.15 0.00
H -4.81 -0.77 -1.94 0.00
H -5.06 0.88 0.88 0.00
H -7.01 -0.53 1.38 0.00
H -6.93 -2.96 0.94 0.00
H -4.88 -3.97 -0.04 0.00
H -2.93 -2.56 -0.52 0.00
H -3.98 2.69 -1.23 0.00
H -4.41 4.83 -0.10 0.00
H -3.46 5.27 2.14 0.00
H -2.07 3.55 3.25 0.00
H -1.61 1.41 2.11 0.00
H 0.30 2.74 -4.92 0.00
H 1.29 1.47 -6.84 0.00
H 1.45 -1.00 -6.69 0.00
H 0.84 -2.15 -4.63 0.00
H -0.52 -4.02 -0.91 0.00
H -2.27 -5.71 -1.35 0.00
H -3.95 -5.31 -3.12 0.00
H -3.85 -3.25 -4.48 0.00
H -2.06 -1.59 -4.10 0.00
H 1.00 -4.27 -2.73 0.00
H 3.25 -5.20 -3.06 0.00
H 5.24 -3.76 -2.79 0.00
H 4.96 -1.38 -2.18 0.00
H 2.72 -0.45 -1.81 0.00
C -1.32 -3.40 2.09 0.03
Si -1.32 -1.54 2.33 0.03
C -3.09 -1.19 2.88 0.00
C -0.56 -1.07 3.99 0.00
H -1.97 -3.84 2.85 0.00
H -0.32 -3.84 2.19 0.00
H -1.72 -3.67 1.11 0.00
H -3.10 -1.50 3.93 0.00
H -3.84 -1.78 2.36 0.00
H -3.39 -0.14 2.85 0.00
H -0.99 -1.77 4.71 0.00
H -0.93 -0.07 4.24 0.00
H 0.51 -1.07 4.12 0.00
```



Formula: C55H51N2O38P
Source: OMol25
Level of theory: the ωB97M-V functional and the def2-TZVPD basis

## Properties
electronic energy = -147931.099 eV
HOMO level (spin up / spin down) = 0.00042 / -0.02211 Eh
net charge = -3
2S+1 = 2

```
147
Properties=species:S:1:pos:R:3:lowdin_spin:R:1
C -24.62 -4.18 -24.09 0.00
C -23.09 -4.15 -24.31 0.00
C -22.39 -5.49 -24.01 0.00
O -22.90 -6.55 -24.80 0.00
C -22.08 -7.69 -25.00 0.00
N -22.96 -3.83 -25.83 0.00
H -22.09 -3.41 -26.11 0.00
H -22.97 -4.62 -26.46 0.00
H -23.56 -3.10 -26.18 0.00
H -25.09 -3.21 -24.23 0.00
H -24.97 -4.55 -23.12 0.00
H -25.07 -4.87 -24.80 0.00
H -22.67 -3.35 -23.70 0.00
H -22.56 -5.87 -23.00 0.00
H -21.31 -5.42 -24.15 0.00
H -22.64 -8.34 -25.67 0.00
H -21.77 -8.24 -24.11 0.00
H -21.18 -7.42 -25.55 0.00
P -21.84 -1.70 -27.89 0.00
O -20.87 -2.51 -26.94 0.00
O -23.02 -1.15 -26.94 0.00
O -22.65 -2.53 -28.94 0.00
O -21.20 -0.58 -28.79 0.00
C -22.16 -13.84 -25.00 0.00
O -21.49 -13.14 -24.20 0.00
N -22.75 -13.35 -26.13 0.00
C -23.35 -14.14 -27.17 0.00
C -22.86 -11.91 -26.46 0.00
H -22.31 -14.93 -24.94 0.00
H -22.75 -13.85 -28.03 0.00
H -24.40 -14.04 -27.42 0.00
H -23.21 -15.20 -26.97 0.00
H -22.33 -11.27 -25.75 0.00
H -22.23 -11.98 -27.34 0.00
H -23.93 -11.76 -26.61 0.00
C -23.18 -9.14 -21.66 0.00
C -22.99 -8.74 -20.37 0.00
C -22.96 -9.70 -19.23 0.00
O -22.91 -9.41 -18.03 0.00
C -23.14 -11.06 -19.58 0.00
C -23.37 -11.43 -20.86 0.00
C -23.47 -10.56 -22.04 0.00
O -23.72 -10.97 -23.17 0.00
O -23.38 -12.74 -21.22 0.00
O -22.63 -7.48 -20.09 0.00
H -23.20 -8.35 -22.40 0.00
H -22.99 -11.84 -18.85 0.00
H -23.24 -12.65 -22.17 0.00
H -22.11 -7.46 -19.29 0.00
C -27.20 -5.94 -29.41 0.00
C -26.88 -5.94 -30.73 0.00
C -25.96 -5.00 -31.30 0.00
O -25.76 -4.80 -32.48 0.00
C -25.34 -4.10 -30.36 0.00
C -25.69 -4.00 -29.09 0.00
C -26.65 -4.96 -28.43 0.00
O -26.98 -4.92 -27.28 0.00
O -25.11 -3.02 -28.29 0.00
O -27.57 -6.67 -31.60 0.00
H -28.04 -6.56 -29.12 0.00
H -24.69 -3.30 -30.69 0.00
H -24.24 -2.74 -28.58 0.00
H -27.21 -6.61 -32.48 0.00
C -20.82 0.30 -24.51 0.00
C -20.45 -0.74 -23.80 0.00
C -19.73 -0.67 -22.48 0.00
O -19.11 -1.60 -21.88 0.00
C -19.54 0.70 -21.99 0.00
C -20.01 1.81 -22.68 0.00
C -20.70 1.66 -24.04 0.00
O -21.02 2.58 -24.77 0.00
O -19.80 3.08 -22.28 0.00
O -20.56 -2.02 -24.35 0.00
H -21.35 0.25 -25.45 0.00
H -19.14 0.73 -20.98 0.00
H -20.06 3.69 -22.97 0.00
H -20.54 -2.12 -25.30 0.00
C -24.01 1.29 -24.77 0.00
C -24.30 0.24 -23.96 0.00
C -25.12 0.27 -22.75 0.00
O -25.42 -0.71 -22.05 0.00
C -25.41 1.66 -22.40 0.00
C -25.09 2.74 -23.17 0.00
C -24.47 2.65 -24.61 0.00
O -24.32 3.57 -25.38 0.00
O -25.41 4.00 -22.82 0.00
O -23.75 -0.99 -24.27 0.00
H -23.55 1.20 -25.73 0.00
H -25.90 1.91 -21.47 0.00
H -25.23 4.61 -23.54 0.00
H -23.52 -1.02 -25.20 0.00
C -26.01 -9.08 -24.82 0.01
C -26.52 -7.95 -24.17 0.12
C -27.61 -7.14 -24.73 0.12
O -28.07 -6.07 -24.32 0.21
C -28.21 -7.71 -25.97 0.04
C -27.60 -8.83 -26.56 0.08
C -26.50 -9.57 -26.07 0.14
O -25.94 -10.59 -26.57 0.22
O -28.02 -9.28 -27.78 0.02
O -25.95 -7.42 -23.02 0.04
H -25.16 -9.61 -24.43 0.00
H -29.12 -7.37 -26.43 0.00
H -27.43 -9.98 -28.08 0.00
H -26.48 -6.64 -22.85 0.00
C -18.75 -4.46 -28.37 0.00
C -18.86 -5.10 -27.20 0.00
C -18.18 -6.32 -26.80 0.00
O -18.34 -7.01 -25.81 0.00
C -17.13 -6.66 -27.77 0.00
C -17.02 -5.99 -28.98 0.00
C -17.75 -4.82 -29.38 0.00
O -17.52 -4.15 -30.40 0.00
O -15.99 -6.33 -29.87 0.00
O -19.79 -4.61 -26.35 0.00
H -19.42 -3.63 -28.57 0.00
H -16.41 -7.41 -27.47 0.00
H -16.24 -6.02 -30.75 0.00
H -20.20 -3.79 -26.63 0.00
C -17.53 -6.47 -22.51 0.00
C -18.42 -5.44 -22.62 0.00
C -19.51 -5.15 -21.58 0.00
O -20.28 -4.20 -21.67 0.00
C -19.55 -6.17 -20.51 0.00
C -18.66 -7.25 -20.49 0.00
C -17.56 -7.49 -21.51 0.00
O -16.76 -8.37 -21.53 0.00
O -18.71 -8.11 -19.48 0.00
O -18.26 -4.43 -23.54 0.00
H -16.94 -6.48 -23.42 0.00
H -20.26 -6.09 -19.69 0.00
H -18.02 -8.76 -19.63 0.00
H -18.97 -3.79 -23.46 0.00
C -21.74 -6.98 -28.58 0.00
C -22.14 -5.89 -29.27 0.00
C -21.57 -5.44 -30.54 0.00
O -21.90 -4.45 -31.19 0.00
C -20.67 -6.39 -31.12 0.00
C -20.46 -7.59 -30.53 0.00
C -20.93 -8.10 -29.19 0.00
O -20.73 -9.18 -28.62 0.00
O -19.62 -8.59 -31.07 0.00
O -22.93 -4.97 -28.63 0.00
H -22.11 -7.13 -27.58 0.00
H -20.13 -6.23 -32.05 0.00
H -19.73 -9.33 -30.47 0.00
H -22.72 -4.06 -28.84 0.00
```